No. 1
9
Properties=species:S:1:pos:R:3:forces:R:3 method="wB97M-V/def2-TZVPD" mol_weight_g_mol=80.01 energy_ha=-724.2844 orbital_gap_ev=8.54 spin_multiplicity=1
P -0.2313 0.2120 -0.8764 3.114 2.383 1.340
P -1.6645 0.0775 0.6992 -1.710 0.196 0.464
C 1.3527 -0.5189 -0.0337 -0.630 2.801 -1.349
H -2.5173 1.0427 0.0459 0.398 -0.119 0.435
H 2.0965 0.0612 -0.6340 -0.179 -0.299 1.047
H 0.5144 1.9801 -0.0741 -1.590 -2.646 -1.408
H 1.5378 -1.4846 -0.3045 0.069 -2.896 -0.809
H -2.5459 -0.9219 0.1405 0.609 0.033 0.078
H 1.4575 -0.4480 1.0372 -0.082 0.547 0.203

No. 2
78
Properties=species:S:1:pos:R:3:forces:R:3 method="wB97M-V/def2-TZVPD" charge=+2 mol_weight_g_mol=653.12 energy_ha=-1961.8235 orbital_gap_ev=5.13 spin_multiplicity=1
Hf 0.9607 -1.3188 1.5403 -2.773 4.307 -0.888
P 1.2670 -0.5328 -3.1655 -0.746 2.912 -2.187
P -0.9934 1.2911 -3.8949 -0.933 0.536 -1.749
F 4.4551 2.9517 4.2609 -1.372 -0.780 -1.200
C 0.8189 1.8036 -1.2220 -0.245 0.338 -0.479
C 2.9381 0.5919 1.9093 -0.663 0.625 0.967
C 3.5133 2.3289 3.4662 0.826 0.177 0.711
C 1.8201 -1.8212 4.2295 0.739 0.031 0.532
C -1.6619 -1.2551 2.9924 0.381 -0.019 -0.345
C -0.5446 -0.9050 3.7729 0.430 -0.708 0.244
C -0.9987 3.0642 -4.3741 0.092 -0.205 -0.432
C -0.5464 0.1230 4.8527 -0.057 0.293 0.130
C 0.4668 -1.9217 3.6213 -1.019 -0.407 0.128
C -1.3317 -2.4091 2.2401 0.358 -0.477 0.508
C -2.5655 1.8295 -0.0599 1.373 -0.691 0.856
C -2.0998 0.5844 -5.1730 0.580 0.126 -0.599
C -1.6640 -0.3518 -1.4103 -1.212 -0.694 -0.690
C -0.0747 -2.9421 2.7339 0.066 1.367 -0.613
C 3.9160 1.3207 2.6152 0.448 -0.480 -0.312
C -2.7864 0.4749 -0.7289 -0.696 0.039 -0.388
C -0.2812 -0.5283 -0.8899 1.755 -1.630 2.645
C 2.1781 2.7151 3.5417 -0.221 -0.038 -0.187
C 0.4652 -2.0197 -3.8015 -0.218 -0.900 0.426
C 3.0039 -0.6731 -3.5933 0.837 -0.533 0.207
C 0.7982 -3.8187 1.8558 -0.348 -0.628 0.184
C 1.5497 0.8000 2.1193 0.615 -0.282 -0.967
C 0.8529 0.2725 -1.5259 1.008 -1.656 1.423
C -3.0093 -0.6099 3.1014 -0.188 0.398 -0.198
C -2.2729 -3.0995 1.3122 -0.252 -0.295 -0.296
C 1.2185 1.9940 2.8170 0.226 -0.292 0.368
C -0.5559 2.5212 -1.3776 -0.484 -0.010 -0.383
C -1.5056 2.6430 -0.2163 0.337 -0.939 0.603
C 0.7301 0.7959 -4.2883 -0.135 -0.321 -1.056
H -1.8918 1.1335 -6.1037 -0.361 -0.502 -0.030
H -2.0816 -1.3756 -1.5081 -0.101 0.436 0.205
H -0.3549 3.5343 -1.7728 -0.124 -0.440 0.177
H -0.4842 -2.2640 -3.3089 0.213 0.212 -0.057
H -3.6047 -1.1014 3.8996 0.365 0.222 -0.392
H 1.1202 1.8851 -0.1653 0.074 -0.174 -0.407
H -0.0468 -1.6260 -0.9607 0.074 0.396 -0.537
H 1.8181 -0.0519 -1.0591 -0.346 0.178 0.346
H 0.7509 0.4540 -5.3390 0.455 0.221 0.302
H -1.5663 0.4906 5.0353 0.374 -0.156 -0.020
H -3.1422 0.7646 -4.8602 0.447 -0.146 -0.136
H 3.6351 -0.0497 -2.9472 -0.159 -0.101 -0.156
H -1.2257 3.3344 0.5874 -0.527 0.182 -0.423
H 1.8924 -3.6019 1.9862 -0.350 -0.187 -0.139
H 1.7886 -1.7650 5.3352 -0.041 -0.178 -0.461
H 1.5833 2.3311 -1.8271 -0.313 -0.256 0.305
H -0.1718 -0.3271 5.7812 -0.070 0.182 -0.160
H 1.1453 -2.8781 -3.6830 -0.248 0.254 0.074
H -3.2129 -0.1776 0.0520 0.121 0.307 -0.127
H -1.8504 3.5602 -3.8801 0.375 -0.108 -0.239
H -3.2069 -2.5342 1.2137 0.300 -0.119 -0.064
H 0.1879 2.3576 2.8269 0.233 -0.307 0.181
H 1.9236 3.5462 4.2033 -0.070 -0.160 -0.394
H -1.1516 1.9561 -2.1613 0.891 1.144 1.488
H -2.5470 -4.1061 1.6673 0.196 0.328 -0.040
H 3.1450 -0.3503 -4.6378 -0.176 -0.074 0.406
H 3.3452 -1.7172 -3.5314 -0.011 0.326 0.116
H 2.4788 -2.6602 3.9592 -0.152 0.176 0.186
H 0.4883 -3.7521 0.7770 0.299 -0.033 0.479
H 1.3808 1.6745 -4.1450 -0.114 -0.410 -0.128
H -1.5914 -0.0162 -2.4964 -0.083 -0.478 1.599
H -1.1216 3.0934 -5.4672 0.128 0.431 0.338
H -3.1553 1.9212 0.8604 0.023 0.344 -0.463
H 3.3016 -0.1189 1.1565 0.116 -0.457 0.034
H 0.6725 -4.8803 2.1077 0.397 0.140 -0.148
H -0.0515 3.5426 -4.0716 -0.512 -0.069 -0.172
H 0.0734 0.9938 4.6155 -0.050 -0.257 0.153
H 4.9700 1.0582 2.5304 -0.205 0.245 -0.027
H -1.8441 -3.2107 0.3108 -0.100 -0.048 -0.004
H -3.6085 0.5386 -1.4818 0.416 0.020 0.398
H -2.9162 0.4608 3.3537 -0.088 -0.504 -0.095
H -1.9210 -0.4954 -5.3092 -0.239 0.404 0.008
H 0.2742 -1.9185 -4.8823 0.183 0.264 0.415
H -3.5867 -0.6761 2.1671 0.215 -0.021 0.363
H 2.2995 -0.8749 3.9120 0.034 -0.394 0.283

No. 3
131
Properties=species:S:1:pos:R:3:forces:R:3 method="wB97M-V/def2-TZVPD" charge=-2 mol_weight_g_mol=1031.76 energy_ha=-4442.1988 orbital_gap_ev=4.28 spin_multiplicity=1
Sb 0.4034 -3.5584 0.7818 0.006 -0.063 -0.048
Rb -0.0044 0.1129 -0.3198 0.098 -0.038 0.146
S 1.4822 -0.1772 5.0142 -0.012 0.001 0.014
S -0.4860 -0.7441 2.8547 0.000 0.031 0.001
S 2.0444 0.7630 2.2487 -0.072 0.031 -0.092
P 0.0924 3.6970 -0.0685 0.047 -0.072 -0.041
Si 1.1467 -5.5222 -0.7097 0.003 0.008 0.026
Si 1.6780 -4.1042 2.9514 -0.033 0.127 -0.033
Si -1.8252 -4.6360 1.3515 -0.033 -0.049 0.005
N 2.6024 -0.9397 -1.3661 -0.052 0.056 -0.006
N -4.1833 -1.1027 -0.7302 -0.010 0.022 -0.035
N -3.0357 0.7619 -0.4513 0.039 0.007 -0.040
C -2.6261 -5.2690 -0.2426 -0.015 0.067 0.028
C -4.8041 -0.4068 0.2778 0.015 0.002 0.049
C 4.0431 3.9212 -1.7980 0.015 -0.023 -0.025
C 2.7768 4.1723 0.3718 -0.021 -0.021 0.006
C 4.0741 4.4800 -0.3690 0.015 0.004 0.027
C -0.9897 5.4121 3.6264 0.009 0.007 -0.004
C 2.2206 -5.9143 3.0250 0.028 -0.015 -0.011
C -0.1005 3.9234 1.7624 -0.014 -0.046 -0.002
C -2.6275 4.3462 -0.2503 -0.015 0.023 0.044
C 2.2693 -1.6084 -2.6240 0.023 -0.005 -0.010
C 0.7807 -7.2807 -0.1086 0.003 0.005 -0.001
C -0.1667 -1.2115 -3.2313 -0.044 -0.007 0.041
C 1.2000 -0.9053 -3.4451 0.040 0.013 -0.018
C -1.0259 -0.4949 -4.0853 -0.063 0.076 -0.040
C -1.2892 4.2591 -2.4108 0.027 0.000 0.010
C -3.8115 4.8499 -1.0758 -0.014 0.007 0.009
C -0.8869 2.9196 3.9399 -0.034 -0.012 -0.020
C 3.1912 -3.0081 2.9203 0.035 -0.024 0.041
C -1.2742 4.6531 -0.9027 -0.007 0.023 0.007
C 0.6627 -3.7751 4.4812 0.011 -0.016 0.026
C 0.3270 -5.3227 -2.3948 -0.037 -0.038 0.008
C 2.6411 4.0291 -2.4246 0.018 0.002 -0.011
C -3.7794 4.3286 -2.5308 -0.026 -0.007 -0.013
C -0.6199 0.4571 -5.0208 -0.071 -0.043 -0.016
C -4.5518 -2.4008 -1.2471 -0.003 -0.001 -0.027
C 3.1607 0.3809 -1.5464 0.000 -0.005 -0.023
C 0.7300 0.7264 -5.1801 0.049 0.026 -0.026
C -1.0880 2.9449 2.4146 0.036 0.030 0.000
C 1.8584 5.1640 -1.7774 -0.021 0.020 -0.017
C 1.6346 0.0223 -4.3965 0.065 -0.033 0.028
C -3.1303 -0.3549 -1.1365 0.014 -0.015 0.058
C -0.3244 5.3711 2.2439 0.007 0.006 0.017
C 1.0177 -0.0535 3.3830 0.027 0.002 0.052
C -2.5410 3.4771 -2.7906 0.027 0.026 -0.058
C -4.0749 0.7352 0.4415 -0.040 -0.032 -0.047
C -1.8076 -6.1116 2.5309 0.028 0.039 0.003
C 3.0129 -5.4586 -1.0025 -0.001 0.016 0.009
C -0.4417 4.2824 4.4914 0.005 0.021 0.023
C 3.4882 -1.7342 -0.5441 -0.012 -0.023 -0.007
C -2.9344 -3.3172 2.0892 -0.021 -0.051 0.030
C 1.5523 4.8371 -0.3068 0.002 0.028 0.027
H 1.2842 -7.4872 0.8370 0.001 -0.011 0.002
H -0.8298 6.3919 4.0884 0.002 -0.007 -0.005
H 4.4767 -1.8800 -1.0235 0.003 -0.004 -0.004
H -3.8168 5.9451 -1.0667 0.034 -0.002 -0.008
H -2.0736 5.2882 3.5225 -0.009 0.000 -0.002
H -1.1658 -6.9147 2.1642 0.004 0.001 -0.017
H 4.7697 4.4607 -2.4143 -0.002 -0.001 -0.002
H -2.8237 -6.5052 2.6387 -0.012 -0.009 -0.002
H 3.3301 -6.3437 -1.5633 -0.001 -0.013 0.001
H 1.1286 -8.0099 -0.8481 0.008 0.005 -0.017
H 0.2304 -4.2718 -2.6814 0.046 0.031 -0.008
H -4.6207 -3.1235 -0.4346 -0.006 0.008 -0.018
H 0.6521 4.3414 4.4950 0.002 -0.005 -0.005
H 0.9436 5.3800 -2.3293 0.009 0.000 0.008
H -5.5037 -2.3501 -1.7785 -0.006 -0.015 0.013
H 2.4579 6.0816 -1.8221 -0.002 -0.002 0.001
H 3.8374 -3.2298 2.0670 -0.002 -0.032 -0.020
H -4.2194 1.5226 1.1626 -0.006 0.020 0.014
H -1.8255 2.6182 4.4136 0.001 -0.006 0.003
H -0.9242 5.9393 1.5258 -0.014 0.013 -0.014
H 1.3232 5.7800 0.2017 -0.002 -0.012 -0.016
H 4.9214 4.0607 0.1782 0.001 0.000 0.000
H -0.7566 4.3928 5.5324 -0.005 -0.004 -0.005
H -3.7656 5.1750 -3.2264 -0.017 0.000 0.000
H -2.4912 3.1866 -3.8432 0.005 0.007 0.005
H -2.5059 -4.5391 -1.0446 -0.016 -0.015 -0.041
H 2.8353 -6.2057 2.1708 0.005 0.005 -0.009
H -2.1044 -0.6754 -4.0383 0.002 0.015 0.026
H 4.2287 5.5645 -0.3945 -0.002 0.003 -0.002
H 2.8485 4.4922 1.4131 -0.001 -0.003 0.001
H 0.8805 3.5774 2.1127 0.000 0.000 0.000
H -0.6798 -5.7454 -2.3934 -0.018 -0.020 0.009
H -0.2616 -4.3546 4.5036 -0.011 -0.007 -0.004
H -3.0313 -2.4609 1.4182 0.004 0.030 -0.035
H -0.2888 -7.4391 0.0406 -0.015 -0.001 -0.005
H 2.6404 3.0845 0.4157 0.009 0.019 0.000
H 3.2848 -4.5769 -1.5858 -0.002 -0.004 -0.004
H -1.4517 -5.8219 3.5195 0.000 -0.012 0.021
H 1.0747 1.4600 -5.9015 0.002 -0.002 0.002
H 2.8961 -1.9561 2.8641 0.001 -0.005 0.001
H 2.7146 4.1642 -3.5062 -0.001 0.006 -0.005
H -2.4400 -0.6956 -1.9003 0.014 -0.028 -0.007
H -3.7768 -2.7284 -1.9370 0.006 0.001 -0.007
H 3.3360 0.8307 -0.5662 -0.006 -0.004 0.009
H -0.9287 1.9322 2.0375 -0.016 0.010 -0.018
H -2.1742 -6.2035 -0.5768 0.043 -0.028 0.002
H 1.2606 -4.0513 5.3568 0.002 -0.001 0.012
H 2.7012 0.2023 -4.5230 -0.004 0.007 -0.004
H -4.7361 4.5379 -0.5825 -0.012 0.017 -0.009
H -2.6661 4.7934 0.7441 0.000 0.002 0.018
H 0.9090 -5.8479 -3.1594 -0.003 0.016 -0.019
H -2.5824 2.5515 -2.2137 -0.024 -0.022 0.010
H 0.6416 5.8825 2.3066 -0.001 -0.008 0.007
H -1.3564 0.9806 -5.6266 0.005 0.001 -0.005
H -2.7192 3.2663 -0.1080 0.001 -0.024 -0.027
H 0.4168 -2.7134 4.5595 0.003 0.000 -0.003
H 1.3559 -6.5803 3.0683 -0.013 -0.007 -0.005
H 4.1187 0.3582 -2.1039 0.005 -0.005 0.006
H -4.6862 3.7618 -2.7565 0.015 -0.030 0.026
H -5.6621 -0.8000 0.7944 -0.005 -0.009 0.021
H 3.7738 -3.1367 3.8379 -0.011 -0.003 0.008
H -1.2348 5.1626 -3.0306 -0.021 0.003 0.004
H -2.1172 3.2227 2.1738 -0.015 0.016 -0.006
H 4.3591 2.8754 -1.7893 -0.007 0.014 0.006
H 2.0887 3.0997 -2.2709 -0.017 -0.014 0.005
H 3.1907 -1.7355 -3.2318 -0.006 -0.005 0.009
H -2.5065 -2.9246 3.0149 0.011 -0.004 0.007
H 3.5772 -5.4245 -0.0680 0.011 -0.006 0.012
H 2.4698 1.0097 -2.1060 -0.011 0.028 -0.018
H 3.6252 -1.2417 0.4198 0.007 -0.001 0.013
H 3.0494 -2.7156 -0.3656 0.002 0.021 0.010
H 2.8104 -6.0668 3.9350 0.010 -0.007 0.007
H -0.4100 3.6598 -2.6617 0.007 -0.010 -0.004
H -3.9311 -3.7237 2.2968 -0.013 0.028 0.014
H -1.0845 5.7307 -0.8159 0.014 -0.003 0.008
H -3.6950 -5.4533 -0.0900 -0.006 0.010 0.007
H -0.1544 2.1554 4.1983 0.016 -0.022 0.000
H 1.8981 -2.6022 -2.3630 0.010 0.007 -0.011